Density functional theory data (ωB97M-V with the def2-TZVPD basis set) for a 13-piece molecular cluster, C4H34N2O14 overall in a non-equilibrium geometry.

Output
Kohn-Sham gap   9.998 eV
Max |F|   2.33 eV/A
E_HOMO   -0.3601 hartree
Energy above the lowest of the compared OMol25 structures with the same formula, charge and spin   0.2411 eV
LUMO   0.20 eV
Calculated total energy   -36348.231 eV

Cartesian coordinates (Å):
H 1.9204 1.0931 -0.5163
H -1.7260 -1.4370 0.9816
H 1.1651 -0.8614 -2.5595
O 1.7383 1.4804 2.8429
H 1.7164 -0.2564 3.4525
H 2.2142 2.1919 3.2790
H 0.3924 -1.9221 3.2526
H 0.7932 -3.4090 -1.5980
O 3.0125 -0.1151 1.0733
H -1.4535 0.4646 -3.6836
H -1.1822 2.6458 1.9293
H 3.0707 -1.4738 -1.7491
H -0.4208 -2.7393 2.2371
H 1.9800 1.0680 -2.0469
H 2.6827 -1.1933 -0.2828
H -2.7861 -0.1415 3.6369
H -1.9259 -1.4804 -2.7607
H 3.8987 0.1373 1.3459
H -0.0716 0.0676 1.6852
H -0.5644 0.4498 -1.1383
H 2.3772 0.5309 1.4306
H -3.0195 -1.0725 -3.7761
N -0.2173 -2.1273 -0.2971
O -0.7205 1.0712 -3.9342
C -2.1340 1.1379 0.1792
H -1.2472 2.8103 -0.3483
H 0.0239 3.8989 -2.0121
H 0.7927 1.7836 2.7810
H 0.6862 2.5650 -1.5703
O -2.1003 -0.1287 2.9648
C -0.9308 0.2254 -0.1297
O -0.1959 3.0086 -1.7227
H -2.6558 0.8130 1.0822
C -1.3405 -1.2282 -0.0188
O -2.4904 -0.7261 -3.0487
H -2.8141 1.1407 -0.6747
O 2.0848 1.6760 -1.2738
O -1.0078 -2.8222 -2.2976
O -1.6864 2.4578 0.4486
H -1.2656 1.4221 2.9036
O -0.7850 2.2641 2.7177
H 2.3985 -1.1754 2.4854
O 1.5149 -0.1791 -3.1438
H 0.6970 0.1995 -3.5651
H 0.6080 -1.8710 0.2175
H -1.5291 -0.9351 3.0301
O -0.5227 -2.2740 3.0746
H 0.2525 1.4807 0.9302
O 1.9013 -1.2092 3.3221
O 2.4474 -1.7210 -1.0603
H -2.1482 -1.4764 -0.7026
C -0.1123 -2.8196 -1.4555
H -0.7353 1.7957 -3.2927
N 0.1930 0.4765 0.7905

Cartesian forces, eV/Å:
H 0.001 0.036 -0.100
H 0.121 0.126 -0.066
H 0.242 -0.063 0.127
O 0.019 0.188 0.140
H 0.184 -0.239 0.133
H 0.009 0.038 0.076
H -0.174 -0.212 -0.001
H 0.129 0.081 0.213
O 0.360 -0.441 -0.264
H 0.120 0.166 0.046
H -0.307 0.016 -0.629
H 0.083 0.061 -0.011
H -0.136 -0.169 0.003
H 0.118 -0.086 0.099
H 0.199 0.272 0.028
H 0.126 -0.282 0.132
H -0.158 -0.068 -0.085
H -0.003 0.202 0.015
H 0.164 0.278 -0.041
H -0.146 -0.136 -0.025
H 0.155 0.217 0.194
H -0.002 -0.001 0.094
N -0.353 0.127 0.144
O -0.043 0.041 -0.114
C 0.203 -0.022 -0.156
H 0.038 0.029 -0.094
H -0.072 0.080 -0.040
H -0.146 0.375 0.166
H -0.079 0.025 0.134
O 0.068 0.156 0.032
C -0.043 0.283 0.264
O 0.251 0.029 -0.216
H 0.065 -0.087 -0.332
C -0.068 -0.512 -0.366
O -0.189 -0.065 -0.100
H -0.111 -0.086 0.010
O -0.139 0.064 -0.104
O 0.325 -0.211 -0.059
O -0.576 0.476 -0.901
H 0.043 0.589 -0.139
O 0.592 -0.419 2.209
H -0.046 -0.166 0.153
O -0.479 0.083 -0.341
H 0.345 0.062 -0.021
H 0.369 -0.339 -0.253
H -0.380 -0.116 0.385
O 0.329 0.154 -0.045
H -0.082 -0.232 0.032
O -0.061 0.199 0.092
O 0.138 -0.400 -0.114
H 0.014 0.134 -0.055
C -0.761 0.308 0.221
H -0.033 0.051 0.028
N -0.224 -0.596 -0.494

---

Density functional theory data (ωB97M-V with the def2-TZVPD basis set) for a 12-piece molecular cluster, C4H34N3O12 overall in a non-equilibrium geometry.

Output
Kohn-Sham gap   8.140 eV
Max |F|   7.15 eV/A
E_HOMO   -0.2081 hartree
Energy above the lowest of the compared OMol25 structures with the same formula, charge and spin   4.3215 eV
LUMO   2.48 eV
Calculated total energy   -33737.920 eV
Total charge   -1

Cartesian coordinates (Å):
H 0.4417 -2.3538 -0.9903
H -0.3376 -3.8626 0.1491
H 2.9319 -0.4892 -0.0435
H -2.6973 2.2636 -3.0149
N 1.8852 3.3710 1.9261
C -1.0558 0.3994 2.9321
H 1.8020 1.7938 -1.2732
H -1.0157 3.0793 -0.0873
H -0.8629 -1.2965 -2.9000
O -3.4270 -1.5081 -0.8397
H -0.9843 -0.2077 3.8511
H -1.7186 1.1072 -2.5665
O 1.5601 2.6525 -1.0736
H -3.0977 -0.7783 -1.2746
H 0.3478 -0.7735 2.0603
H -1.0195 -3.7785 1.6284
H -2.8155 -1.9169 -0.2128
O -1.6939 3.6479 -0.5206
C -0.1047 1.5128 3.0963
H -2.1581 0.8240 2.8200
H 2.7955 -2.0871 -2.8697
H 2.2170 2.5131 2.3735
H -0.4039 2.0723 1.0543
H 0.0408 -0.2220 -2.0022
O 0.0051 -0.6638 -2.8698
H 2.1872 3.2935 0.8380
C -0.7429 -0.1664 0.4014
H 3.4946 -1.6973 1.9397
H -2.4765 3.1055 -0.8335
H -1.5296 -2.9718 -2.1338
O 2.7158 -2.0001 2.5209
O -2.1472 -3.4038 -2.8054
H -0.1584 4.5158 1.4106
O 3.5768 -1.8253 -2.2943
O -1.1241 -4.1319 0.6649
H 1.5100 -0.0152 -0.7126
H 0.5787 4.1231 3.1625
O 0.1594 0.6039 -0.3047
H -2.7604 -2.7296 -3.2725
N -0.4080 2.5794 1.9865
H -0.1828 2.0020 4.1588
O 1.0306 -3.0415 -1.2437
H 1.9858 -2.7123 -1.1968
H 2.2874 -2.6359 2.0916
H -1.8390 0.0731 0.1755
H -0.6938 -1.2111 0.0274
H 0.7994 2.3216 -0.6145
H 3.2377 -1.1165 -1.6720
O 2.2514 -0.7785 -0.5075
H 0.8868 1.2116 2.9445
N -0.5942 -0.4649 1.8103
O -2.7045 1.3513 -2.5010
C 0.4709 3.7435 2.0905

Cartesian forces, eV/Å:
H -0.014 1.400 0.244
H -0.109 -0.151 0.530
H 4.422 2.639 3.652
H -0.103 -2.830 1.567
N 2.023 1.230 -4.785
C -1.197 -0.379 -0.636
H 1.838 -2.572 -1.382
H -1.480 0.354 -0.774
H 3.303 2.438 0.276
O -1.904 -2.917 1.389
H -0.423 -0.041 -0.356
H -1.849 0.381 0.238
O 0.082 2.688 0.085
H 1.521 2.501 -1.042
H -0.257 0.057 -0.500
H -0.014 -0.737 -2.882
H 0.145 0.483 -0.372
O -0.715 -0.533 -0.424
C -1.639 4.119 -0.113
H 2.261 -1.115 -0.023
H 1.380 0.806 1.079
H -0.871 0.515 -0.073
H 0.724 0.692 1.670
H -0.400 0.079 0.452
O -3.111 -2.154 -0.724
H -1.091 0.044 3.354
C -0.942 -1.552 -0.956
H -2.081 -0.960 1.304
H 1.851 0.392 0.857
H -1.690 -0.616 -1.460
O 4.686 5.066 1.856
O -0.090 1.699 -0.408
H 2.751 -1.151 1.185
O -0.733 -0.470 -1.182
O 0.247 0.954 2.252
H 0.589 -1.545 1.875
H -1.507 -0.302 -1.194
O -0.507 0.686 0.013
H 1.783 -1.359 1.811
N -0.521 -1.599 2.043
H 0.021 -0.503 -1.983
O 1.907 -1.668 -0.189
H -2.104 -0.162 0.072
H -2.668 -4.132 -3.140
H 1.283 0.420 0.721
H 0.085 -0.029 -0.510
H -1.528 0.166 0.869
H -0.243 -1.091 -1.088
O -5.417 -0.431 -3.504
H 1.511 -0.910 0.164
N -0.587 0.339 1.364
O 2.092 2.353 -1.761
C -0.710 -0.595 0.537

---

Density functional theory data (ωB97M-V with the def2-TZVPD basis set) for a 13-piece molecular cluster, C4H34NO14 overall in a non-equilibrium geometry.

Output
Kohn-Sham gap   9.340 eV
Max |F|   4.92 eV/A
E_HOMO   -0.2449 hartree
Energy above the lowest of the compared OMol25 structures with the same formula, charge and spin   2.3176 eV
LUMO   2.67 eV
Calculated total energy   -34854.732 eV
Total charge   -1

Cartesian coordinates (Å):
O -0.0094 -3.1862 -0.4810
O -2.0231 0.2089 -2.6171
H 0.7629 3.1931 1.7675
H -2.4270 0.2803 -1.1425
H 3.0651 -1.3869 1.2611
O -2.9394 0.7545 -0.3539
H 3.5395 -2.6420 -0.8541
O 0.7265 2.8340 -2.9225
C 0.3017 -0.4452 0.6309
H 0.7423 -0.1938 -4.2984
H -1.9003 -2.4799 1.9430
H -1.7679 1.8181 2.9445
C 2.5839 0.5247 0.2806
H -0.0634 2.5781 -2.5188
H -0.0132 2.3547 -0.3697
C 2.9095 -1.7672 -0.7958
O -0.9442 -0.0097 1.2029
H -0.6804 -2.8932 1.1200
H 2.4881 0.6498 -0.8535
H -2.7818 1.7225 -0.5564
O 1.0443 3.7902 2.4589
H 3.3044 1.2635 0.6665
H 0.3117 -0.4174 -0.4264
O -0.6437 -2.1301 -2.7249
O -3.9511 0.9537 2.1996
H -3.7328 0.8555 1.1787
H 2.6031 -0.9146 -2.7266
H -0.5216 -4.0220 -0.5274
H -1.3188 2.7562 -0.0531
H 4.3384 -0.6842 0.2213
N 1.3587 0.5133 1.1033
H 1.6358 0.2648 1.9798
H 0.7148 3.3445 3.2191
O -2.0420 -0.2690 3.6386
H 0.3654 -1.5739 0.8635
H -0.1634 -2.5804 -1.3342
H 0.4855 -0.8961 -3.0902
O -1.0377 2.3847 3.3097
H -3.2008 0.4254 2.6746
O 1.0318 -0.1958 -3.4568
O 3.3360 -0.9533 -1.9214
H -2.4214 -1.1227 3.6454
H -1.4967 0.3891 0.5935
O -1.3261 -3.2666 1.7500
H 0.9309 1.9668 -3.3484
H 1.7701 -2.0211 -1.0869
H -0.7627 -2.7621 -3.4582
H -0.4231 1.7081 3.6613
H -1.6013 -0.7431 -2.4111
O -0.8107 2.5468 -0.8210
C 3.2574 -0.8783 0.3709
H -1.3507 0.8089 -2.5086
H -1.2532 -0.4552 2.9739

Cartesian forces, eV/Å:
O 0.085 0.004 -0.364
O -1.643 -4.361 0.374
H -0.016 -0.236 -0.311
H -1.645 1.273 0.738
H -0.132 -0.593 1.863
O 0.907 1.058 -0.879
H -0.209 -0.671 0.459
O 2.052 -0.913 -1.941
C 0.152 -0.099 1.928
H -1.321 0.174 -4.741
H 0.670 -1.210 -0.405
H 0.693 0.888 0.503
C 0.466 -1.672 -0.554
H -2.117 0.156 1.348
H 2.091 -0.611 0.264
C -2.280 0.914 -3.032
O 3.125 -2.265 2.205
H -0.208 -0.541 -0.355
H -0.560 0.440 1.727
H -0.505 -1.931 0.057
O 1.062 0.820 -0.765
H -0.596 -0.014 -0.085
H -0.257 0.337 -1.285
O 0.099 0.538 -0.062
O 1.988 -1.055 -1.673
H -0.550 0.003 2.885
H 2.468 -0.141 3.119
H 0.341 1.141 -0.463
H -1.092 0.552 0.759
H -0.288 -0.424 0.413
N -1.713 0.390 -4.036
H 0.760 -0.712 3.072
H -0.575 -0.157 0.888
O 3.195 0.115 -1.374
H 0.713 2.135 0.112
H -0.610 -1.925 0.307
H -1.178 -1.524 0.789
O -0.540 -1.437 -0.036
H -1.845 1.238 -1.175
O 2.383 1.131 3.741
O -1.958 -0.010 -3.388
H -0.993 -1.578 0.485
H -2.234 1.441 -2.252
O -0.986 1.429 1.019
H 0.442 0.855 0.288
H 2.685 0.230 1.663
H 0.049 0.512 0.747
H -0.634 0.428 -0.244
H -0.337 1.224 -1.570
O -0.801 0.209 -0.465
C 0.767 1.221 -1.776
H 2.770 2.223 0.181
H -2.140 1.002 1.298